# 1
Below is C3H6N2O2 in the gas phase at a distorted geometry, with properties calculated with ωB97M-V/def2-TZVPD.

Cartesian coordinates (Å):
H1 -1.776 -0.931 -1.992
N1 -2.002 -0.475 -1.104
C1 -0.977 -0.262 -0.431
N2 -0.548 0.373 0.678
C2 -0.997 1.636 1.107
O1 -0.356 2.284 1.892
O2 0.426 -1.019 -1.067
C3 1.626 -1.001 -0.397
H2 0.576 0.148 0.876
H3 -1.960 1.983 0.681
H4 1.620 -0.261 0.610
H5 2.459 -0.521 -0.934
H6 1.910 -1.953 0.081

E_HOMO   -10.4 eV
Orbital gap   11.12 eV



# 2
Below is a molecular structure, C44H121AsF6N11O11 at a distorted geometry, with properties calculated with ωB97M-V/def2-TZVPD.

Cartesian coordinates (Å):
As1 -32.533 -0.158 18.895
F1 -33.060 1.118 17.829
F2 -34.039 -1.035 18.575
F3 -32.160 -1.447 20.038
F4 -31.077 0.727 19.355
F5 -33.420 0.696 20.159
F6 -31.665 -0.922 17.537
C1 -28.596 -2.752 20.056
C2 -27.561 -1.658 20.321
C3 -28.142 -0.300 19.994
O1 -27.106 0.679 20.029
C4 -27.501 1.987 19.657
N1 -27.033 -1.705 21.678
H1 -29.459 -2.621 20.711
H2 -28.190 -3.746 20.246
H3 -28.974 -2.752 19.032
H4 -26.687 -1.726 19.664
H5 -28.949 -0.020 20.682
H6 -28.567 -0.273 18.984
H7 -28.271 2.359 20.340
H8 -27.961 1.952 18.664
H9 -26.700 2.722 19.632
H10 -26.451 -0.880 21.769
H11 -27.786 -1.672 22.363
C5 -26.985 3.327 14.057
C6 -28.255 2.510 14.248
C7 -29.313 3.138 15.134
O2 -28.988 3.112 16.504
C8 -30.089 3.329 17.336
N2 -28.849 2.151 12.946
H12 -26.328 2.863 13.318
H13 -26.470 3.449 15.008
H14 -27.193 4.303 13.610
H15 -27.993 1.573 14.757
H16 -30.317 2.738 14.952
H17 -29.456 4.170 14.778
H18 -30.794 2.490 17.346
H19 -30.617 4.216 16.968
H20 -29.792 3.401 18.382
H21 -28.093 1.842 12.343
H22 -29.389 1.300 13.062
C9 -37.204 3.465 18.015
C10 -35.820 2.891 18.287
C11 -35.059 3.467 19.458
O3 -34.878 4.864 19.324
C12 -34.054 5.399 20.308
N3 -36.000 1.453 18.465
H23 -37.676 2.930 17.193
H24 -37.203 4.543 17.837
H25 -37.867 3.343 18.879
H26 -35.260 2.910 17.344
H27 -34.103 2.941 19.503
H28 -35.711 3.225 20.307
H29 -34.581 5.482 21.267
H30 -33.785 6.404 19.970
H31 -33.092 4.907 20.480
H32 -36.408 1.258 19.378
H33 -35.053 1.051 18.559
C13 -34.493 2.554 23.959
C14 -33.771 1.253 24.224
C15 -34.005 0.697 25.624
O4 -33.248 1.446 26.579
C16 -31.863 1.133 26.544
N4 -34.200 0.229 23.251
H34 -34.395 3.244 24.799
H35 -35.523 2.357 23.667
H36 -33.962 3.060 23.151
H37 -32.682 1.343 24.150
H38 -33.834 -0.378 25.749
H39 -35.074 0.790 25.837
H40 -31.748 0.052 26.656
H41 -31.433 1.640 27.409
H42 -31.338 1.536 25.677
H43 -33.828 -0.691 23.476
H44 -33.780 0.449 22.354
C17 -35.229 -3.311 21.218
C18 -36.309 -3.384 20.147
C19 -37.658 -3.731 20.732
O5 -38.611 -3.754 19.681
C20 -39.578 -4.755 19.854
N5 -36.410 -2.141 19.368
H45 -34.264 -3.150 20.734
H46 -35.162 -4.269 21.755
H47 -35.410 -2.580 22.003
H48 -35.991 -4.150 19.431
H49 -38.064 -3.059 21.501
H50 -37.546 -4.634 21.351
H51 -40.080 -4.868 18.885
H52 -40.364 -4.446 20.550
H53 -39.147 -5.755 19.959
H54 -35.446 -1.870 19.114
H55 -36.575 -1.366 20.042
C21 -31.133 -0.673 14.310
C22 -32.546 -0.166 14.182
C23 -33.056 -0.365 12.736
O6 -32.134 0.047 11.719
C24 -31.927 1.433 11.710
N6 -33.382 -0.861 15.180
H56 -30.404 -0.140 13.692
H57 -31.014 -1.726 14.039
H58 -30.749 -0.594 15.328
H59 -32.516 0.917 14.335
H60 -33.983 0.184 12.545
H61 -33.332 -1.411 12.596
H62 -32.873 1.940 11.487
H63 -31.234 1.667 10.900
H64 -31.457 1.787 12.629
H65 -33.264 -1.861 15.025
H66 -32.905 -0.711 16.066
C25 -31.742 7.046 22.509
C26 -30.759 6.168 23.326
C27 -30.335 4.884 22.638
O7 -31.520 4.262 22.152
C28 -31.259 2.878 21.926
N7 -29.609 7.065 23.635
H67 -31.977 8.016 22.943
H68 -32.664 6.480 22.363
H69 -31.352 7.255 21.508
H70 -31.274 6.068 24.284
H71 -29.810 4.236 23.343
H72 -29.677 5.084 21.785
H73 -30.929 2.298 22.792
H74 -30.540 2.790 21.108
H75 -32.177 2.403 21.574
H76 -29.925 7.831 24.216
H77 -29.378 7.514 22.753
C29 -36.435 1.222 14.668
C30 -37.086 -0.074 15.126
C31 -37.109 -1.175 14.053
O8 -37.770 -2.278 14.616
C32 -38.069 -3.256 13.650
N8 -36.362 -0.570 16.314
H78 -36.205 1.904 15.485
H79 -37.072 1.733 13.935
H80 -35.473 1.025 14.192
H81 -38.083 0.082 15.552
H82 -36.063 -1.320 13.765
H83 -37.718 -0.757 13.238
H84 -37.241 -3.494 12.978
H85 -38.903 -2.819 13.081
H86 -38.477 -4.159 14.103
H87 -35.383 -0.595 16.027
H88 -36.276 0.283 16.881
C33 -30.788 -3.783 23.954
C34 -31.527 -2.466 24.001
C35 -30.815 -1.417 23.130
O9 -29.438 -1.291 23.427
C36 -29.120 -0.549 24.591
N9 -32.890 -2.680 23.441
H89 -29.807 -3.764 24.433
H90 -30.727 -4.233 22.963
H91 -31.348 -4.500 24.565
H92 -31.720 -2.093 25.010
H93 -31.367 -0.474 23.183
H94 -30.862 -1.810 22.113
H95 -28.033 -0.623 24.640
H96 -29.479 -1.051 25.494
H97 -29.447 0.488 24.513
H98 -33.285 -3.476 23.933
H99 -32.789 -3.034 22.492
C37 -38.945 0.255 21.626
C38 -37.730 0.333 22.518
C39 -37.744 -0.326 23.910
O10 -37.885 -1.720 23.677
C40 -38.059 -2.467 24.853
N10 -36.628 -0.258 21.700
H100 -39.760 0.847 22.060
H101 -39.321 -0.755 21.444
H102 -38.736 0.598 20.614
H103 -37.516 1.405 22.620
H104 -38.668 -0.006 24.410
H105 -36.876 -0.075 24.522
H106 -38.299 -3.498 24.587
H107 -38.874 -2.080 25.469
H108 -37.077 -2.509 25.339
H109 -35.771 0.110 22.161
H110 -36.592 -1.161 22.171
C41 -30.106 -4.876 16.607
C42 -31.505 -4.637 17.183
C43 -31.628 -4.490 18.725
O11 -31.098 -5.614 19.371
C44 -31.136 -5.613 20.790
N11 -32.098 -3.390 16.631
H111 -29.911 -4.346 15.677
H112 -30.002 -5.956 16.516
H113 -29.367 -4.531 17.335
H114 -32.191 -5.428 16.872
H115 -32.718 -4.441 18.843
H116 -31.163 -3.542 19.009
H117 -30.795 -6.572 21.170
H118 -32.163 -5.403 21.105
H119 -30.489 -4.810 21.155
H120 -32.849 -3.134 17.267
H121 -31.407 -2.666 16.764

E_HOMO   -5.3 eV
Total charge   -1
Orbital gap   7.32 eV



# 3
Below is a molecular structure, C11H30Ba4F3O9 at a distorted geometry, with properties calculated with ωB97M-V/def2-TZVPD.

Cartesian coordinates (Å):
Ba1 4.095 0.601 1.378
Ba2 1.004 0.291 3.955
Ba3 0.596 3.515 1.593
Ba4 3.032 -2.916 2.758
C1 2.936 2.121 -1.586
O1 3.633 0.869 -1.484
O2 3.159 2.723 -0.365
C2 3.230 2.886 -2.900
F1 4.500 2.824 -3.288
F2 2.418 2.460 -3.859
F3 2.948 4.180 -2.685
C3 3.342 -0.128 -2.491
C4 4.195 -1.335 -2.136
H1 5.269 -1.215 -2.263
H2 4.029 -1.703 -1.100
H3 3.844 -2.190 -2.718
H4 3.682 0.272 -3.445
H5 2.310 -0.482 -2.538
H6 1.852 1.932 -1.594
O3 -0.904 0.773 1.932
C5 -0.436 0.310 0.664
C6 0.578 -0.896 0.585
O4 1.780 -0.858 1.349
H7 -0.131 1.164 0.047
H8 -1.326 -0.156 0.227
H9 0.765 -1.096 -0.473
H10 0.009 -1.783 0.893
C7 -0.188 -5.206 1.942
O5 1.167 -5.644 2.122
H11 -0.500 -5.223 0.893
H12 -0.873 -5.871 2.470
H13 -0.282 -4.169 2.290
H14 1.126 -6.598 1.946
C8 -3.587 2.665 3.329
O6 -3.173 2.709 1.913
H15 -4.302 3.483 3.399
H16 -4.098 1.705 3.376
H17 -2.810 2.857 4.075
H18 -2.621 1.914 1.851
C9 -1.316 3.389 -1.680
O7 -1.369 3.414 -0.230
H19 -1.755 2.489 -2.112
H20 -1.827 4.272 -2.055
H21 -0.285 3.370 -2.035
H22 -2.186 3.017 0.122
C10 -1.963 -1.428 -2.350
O8 -0.681 -1.343 -2.938
H23 -2.420 -0.471 -2.062
H24 -2.608 -1.978 -3.026
H25 -1.944 -1.902 -1.355
H26 -0.031 -0.979 -2.338
C11 -3.983 -1.205 1.803
O9 -2.990 -1.118 2.854
H27 -4.388 -0.231 1.521
H28 -3.519 -1.696 0.947
H29 -4.776 -1.784 2.267
H30 -2.224 -0.603 2.603

E_HOMO   -20.9 eV
Total charge   +5
Orbital gap   2.52 eV



# 4
Below is a molecular structure, C25H27CeN8O4S3 at a distorted geometry, with properties calculated with ωB97M-V/def2-TZVPD.

Cartesian coordinates (Å):
Ce1 0.498 0.706 0.080
C1 -3.630 1.674 -1.649
C2 -2.459 0.779 -1.401
N1 -2.092 0.378 -0.235
N2 -2.850 0.712 0.849
C3 -2.462 0.324 2.085
N3 -3.287 0.596 3.084
S1 -1.006 -0.496 2.343
C4 -1.645 0.272 -2.533
C5 -2.196 0.126 -3.791
C6 -1.410 -0.390 -4.816
C7 -0.097 -0.729 -4.546
C8 0.380 -0.554 -3.256
N4 -0.370 -0.073 -2.266
H1 -3.629 2.494 -0.926
H2 -4.575 1.131 -1.558
H3 -3.581 2.115 -2.639
H4 -3.672 1.291 0.737
H5 -4.191 1.024 2.955
H6 -3.033 0.307 4.017
H7 -3.229 0.390 -3.975
H8 -1.824 -0.519 -5.808
H9 0.550 -1.123 -5.316
H10 1.402 -0.816 -3.008
S2 5.465 -5.628 0.130
N5 5.785 -4.058 0.015
C9 4.622 -3.430 -0.031
C10 4.433 -2.002 -0.132
C11 5.499 -1.099 -0.245
C12 5.226 0.246 -0.336
C13 3.902 0.665 -0.286
N6 2.869 -0.177 -0.197
C14 3.126 -1.509 -0.132
C15 1.983 -2.413 -0.098
N7 0.751 -1.857 -0.162
C16 -0.307 -2.664 -0.221
C17 -0.212 -4.049 -0.190
C18 1.034 -4.626 -0.081
C19 2.161 -3.799 -0.040
C20 3.512 -4.308 0.022
N8 3.860 -5.582 0.106
H11 6.511 -1.483 -0.264
H12 6.017 0.976 -0.433
H13 3.662 1.719 -0.328
H14 -1.273 -2.180 -0.289
H15 -1.107 -4.652 -0.245
H16 1.169 -5.699 -0.040
C21 0.175 4.984 -0.326
S3 0.197 3.232 -0.378
O1 1.565 2.725 -0.077
O2 -0.215 2.669 -1.653
O3 -0.683 2.649 0.676
H17 1.107 5.333 -0.768
H18 0.100 5.282 0.719
H19 -0.683 5.332 -0.900
C22 1.469 1.879 4.587
C23 1.865 0.394 4.538
C24 2.410 0.238 3.133
O4 1.537 1.078 2.324
C25 1.184 2.249 3.127
H20 2.286 2.483 4.976
H21 0.600 2.045 5.219
H22 0.991 -0.244 4.664
H23 2.601 0.131 5.294
H24 2.357 -0.778 2.742
H25 3.431 0.616 3.046
H26 0.137 2.465 2.938
H27 1.795 3.087 2.789

E_HOMO (spin up / spin down)   -16.4 / -16.4 eV
Total charge   +3
Orbital gap (spin up / spin down)   5.12 / 5.12 eV



# 5
Below is a gas-phase ion, C18H29ClNO2 (charge +1) at a distorted geometry, with properties calculated with ωB97M-V/def2-TZVPD.

Cartesian coordinates (Å):
C1 3.713 2.260 -1.082
C2 2.602 1.588 -1.803
N1 1.653 0.626 -0.995
C3 0.819 1.598 0.129
C4 -0.630 1.858 -0.559
O1 -0.874 0.623 -1.189
C5 -1.650 2.124 0.601
O2 -1.445 0.931 1.511
C6 -2.672 0.503 2.053
C7 -3.834 0.081 1.362
C8 -3.544 -1.152 0.461
C9 -4.583 -1.410 -0.428
C10 -5.609 -0.505 -0.667
Cl1 -6.986 -1.010 -1.572
C11 -5.944 0.535 0.337
C12 -4.983 0.844 1.039
C13 2.294 -0.362 -0.277
C14 1.307 -1.239 0.467
C15 1.998 -2.213 1.249
C16 2.894 -3.204 0.113
C17 3.890 -2.262 -0.088
C18 3.288 -1.216 -0.949
H1 4.395 1.624 -0.883
H2 4.041 2.909 -1.880
H3 3.417 2.986 -0.411
H4 2.920 1.032 -2.639
H5 1.846 2.326 -2.250
H6 0.861 0.473 -1.440
H7 1.261 2.533 0.324
H8 0.807 1.259 0.947
H9 -0.610 2.633 -1.092
H10 -1.449 0.280 -0.551
H11 -1.244 2.722 1.189
H12 -2.639 2.134 0.425
H13 -2.959 1.180 2.803
H14 -2.339 -0.153 2.796
H15 -2.595 -1.558 0.490
H16 -4.405 -2.045 -1.387
H17 -6.833 1.171 0.200
H18 -5.214 1.800 1.924
H19 3.076 -0.055 0.683
H20 0.662 -1.836 -0.389
H21 0.565 -0.825 1.127
H22 1.350 -3.132 1.626
H23 2.623 -2.112 2.079
H24 3.327 -4.134 0.873
H25 2.166 -3.631 -0.564
H26 4.500 -2.796 -1.033
H27 4.425 -1.739 0.514
H28 2.454 -1.483 -1.671
H29 3.887 -0.564 -1.524

E_HOMO   -11.2 eV
Total charge   +1
Orbital gap   8.68 eV



# 6
Below is 2 unconnected molecules or ions with the total composition C6H14N2O2 at a distorted geometry, with properties calculated with ωB97M-V/def2-TZVPD.

Cartesian coordinates (Å):
C1 -0.669 2.727 -1.655
N1 -1.811 2.193 -0.877
C2 -1.928 0.893 -0.508
C3 -2.786 0.640 0.675
O1 -1.295 0.032 -1.100
H1 -0.274 1.883 -2.200
H2 -1.066 3.548 -2.233
H3 0.026 3.145 -0.924
H4 -2.426 2.864 -0.453
H5 -2.182 0.869 1.560
H6 -3.738 1.156 0.642
H7 -2.849 -0.436 0.860
C4 1.408 -2.531 -1.039
N2 1.238 -1.926 0.255
C5 2.313 -1.259 0.810
C6 2.007 -0.659 2.163
O2 3.339 -1.136 0.180
H8 2.420 -2.900 -1.248
H9 0.819 -3.447 -1.119
H10 1.268 -1.889 -1.907
H11 0.343 -2.094 0.696
H12 1.133 -1.118 2.623
H13 2.807 -0.952 2.846
H14 1.901 0.396 1.953

E_HOMO   -9.2 eV
Orbital gap   9.87 eV



# 7
Below is C6H10O in the gas phase, with properties calculated with ωB97M-V/def2-TZVPD.

Cartesian coordinates (Å):
C1 -1.785 0.096 0.403
C2 -0.431 -0.350 0.931
O1 -0.366 -1.827 0.838
C3 0.340 -2.295 -0.159
C4 0.881 -1.070 -0.880
C5 0.814 0.066 0.148
C6 0.877 1.496 -0.377
H1 -1.927 1.171 0.559
H2 -1.907 -0.121 -0.664
H3 -2.577 -0.433 0.943
H4 -0.361 -0.122 1.997
H5 1.663 -0.069 0.832
H6 1.869 -1.232 -1.323
H7 0.179 -0.910 -1.715
H8 0.072 1.726 -1.085
H9 0.829 2.221 0.446
H10 1.830 1.654 -0.894

E_HOMO   -8.3 eV
Orbital gap   9.16 eV



# 8
Below is a gas-phase ion, CH2F2N2OP (charge +1) at a distorted geometry, with properties calculated with ωB97M-V/def2-TZVPD.

Cartesian coordinates (Å):
F1 -1.491 0.244 -2.061
C1 -0.635 1.234 -1.822
F2 0.267 1.206 -2.798
O1 -0.098 1.028 -0.546
N1 0.462 -0.200 -0.249
N2 0.918 -0.467 0.805
P1 1.711 -1.657 1.407
H1 -1.113 2.183 -1.591
H2 0.445 -2.006 1.998

E_HOMO (spin up / spin down)   -16.2 / -16.2 eV
Total charge   +1
Orbital gap (spin up / spin down)   8.37 / 8.37 eV



What are the E values for these records? In order: -377.8167 -6013.9250 -1513.6600 -3376.8054 -1367.9506 -497.0167 -309.7717 -764.6917 a.u..
What are the energy above the lowest of the compared OMol25 structures with the same formula, charge and spin values for these records? In order: 89.5 0.0 69.7 10.1 344.3 25.6 44.3 114.4 kcal/mol.